Model one:
This record from the Open Molecules 2025 dataset describes an isolated molecule of C3H10N4. The level of theory is ωB97M-V/def2-TZVPD.

The geometry in ORCA input format:
```
! RIJCOSX wB97M-V def2-TZVPD def2/J DEFGRID3
* xyz 0 1
N -0.15 -1.34 -0.58
N 0.31 1.14 -0.65
N -1.01 -0.84 -1.88
N -0.12 0.59 0.65
C -0.73 -1.26 2.01
C 1.39 2.07 -0.47
C -0.47 -0.63 0.55
H 0.96 3.20 -0.50
H 0.10 -2.10 2.09
H -0.30 -2.55 -0.58
H -0.38 -0.40 2.79
H 2.09 2.22 -1.43
H 2.18 1.79 0.21
H -1.87 -1.47 2.30
H -0.70 0.22 -1.91
H 0.89 0.36 -1.10
H -2.20 -1.01 -1.50
*
```

Calculated values
- E_HOMO: -8.95 eV
- Kohn-Sham gap: 9.658 eV
- SMILES: CN/N=C(/C)NN

Model two:
This record from the Open Molecules 2025 dataset describes a cluster of 2 separate species, C3H10N4 in total. The level of theory is ωB97M-V/def2-TZVPD.

The geometry in ORCA input format:
```
! RIJCOSX wB97M-V def2-TZVPD def2/J DEFGRID3
* xyz 0 1
N 1.59 -1.42 -0.46
N -0.45 0.00 1.95
N 0.54 -0.50 -0.67
N -0.12 1.70 -0.77
C 0.72 0.83 -0.39
C -0.36 -0.88 -1.74
C -1.35 0.83 2.18
H -1.07 -0.07 -1.87
H -1.09 1.76 2.67
H -0.88 -1.81 -1.47
H 1.59 1.00 0.26
H 1.32 -2.05 0.31
H 0.02 2.61 -0.33
H -0.65 -0.77 1.24
H 2.42 -0.94 -0.14
H -2.41 0.74 1.91
H 0.18 -1.04 -2.67
*
```

Calculated values
- E_HOMO: -8.35 eV
- Kohn-Sham gap: 9.313 eV
- SMILES: [H]/N=C/N(C)N.C=N

Which structure loses on stability? model one does.

Model one:
This record from the Open Molecules 2025 dataset describes a cluster of 2 separate species, C3H7OS in total. The level of theory is ωB97M-V/def2-TZVPD.

The geometry in ORCA input format:
```
! RIJCOSX wB97M-V def2-TZVPD def2/J DEFGRID3
* xyz -1 1
S -0.96 0.80 1.39
O 1.34 -1.73 -1.59
C -0.68 -0.52 -2.15
C 0.52 -0.89 -1.30
C 0.71 1.30 1.90
H 0.79 2.28 2.38
H 1.10 0.58 2.61
H -1.22 -1.42 -2.44
H -1.31 0.19 -1.63
H 0.76 -0.16 -0.53
H 1.41 1.39 1.05
H -0.31 -0.05 -3.07
*
```

Calculated values
- E_HOMO: -2.40 eV
- Kohn-Sham gap: 6.453 eV

Model two:
This record from the Open Molecules 2025 dataset describes a cluster of 2 separate species, C3H7OS in total. The level of theory is ωB97M-V/def2-TZVPD.

The geometry in ORCA input format:
```
! RIJCOSX wB97M-V def2-TZVPD def2/J DEFGRID3
* xyz -1 1
S 1.29 0.95 3.24
O -1.90 0.01 -1.05
C -0.21 -0.29 0.60
C -0.61 -0.26 -0.66
C 0.28 -0.47 -1.84
H -0.84 0.02 1.43
H 2.00 1.61 4.17
H 0.32 0.44 -2.45
H -0.10 -1.27 -2.48
H 1.29 -0.73 -1.52
H 0.84 -0.37 0.86
H -2.37 0.36 -0.29
*
```

Calculated values
- E_HOMO: -2.54 eV
- Kohn-Sham gap: 6.008 eV

Which structure loses on stability? model one does.

Model one:
This record from the Open Molecules 2025 dataset describes a cluster of 2 separate species, C3H7IOS in total. The level of theory is ωB97M-V/def2-TZVPD.

The geometry in ORCA input format:
```
! RIJCOSX wB97M-V def2-TZVPD def2/J DEFGRID3
* xyz 0 1
I -3.68 0.62 -0.01
S -3.20 -1.61 -0.57
O -1.99 -2.06 0.54
C 1.06 -1.23 0.31
C 0.34 1.23 0.02
C 0.29 -0.31 -0.16
H 1.09 1.53 0.77
H 1.92 -1.11 1.03
H -1.26 -1.36 0.51
H 1.02 -2.35 0.15
H 0.20 1.72 -0.88
H -0.32 -0.59 -1.03
H -0.63 1.30 0.54
*
```

Calculated values
- E_HOMO: -8.67 eV
- Kohn-Sham gap: 8.211 eV
- SMILES: C=CC.OSI

Model two:
This record from the Open Molecules 2025 dataset describes a structure of composition C3H7IOS. The level of theory is ωB97M-V/def2-TZVPD.

The geometry in ORCA input format:
```
! RIJCOSX wB97M-V def2-TZVPD def2/J DEFGRID3
* xyz 0 1
I 2.35 -0.95 -2.79
S -0.20 -1.47 -0.95
O -1.30 -1.43 -1.94
C -0.06 0.24 -0.16
C -1.35 0.48 0.67
C 1.12 0.21 0.76
H 0.82 0.79 1.77
H -1.49 1.49 0.52
H -1.22 0.25 1.64
H 2.01 0.62 0.26
H 1.53 -0.80 1.16
H -0.06 0.80 -1.16
H -2.16 -0.23 0.21
*
```

Calculated values
- E_HOMO (alpha / beta): -9.61 / -9.29 eV
- Kohn-Sham gap (alpha / beta): 7.945 / 6.681 eV

Which structure loses on stability? model two does.